16
Properties=species:S:1:pos:R:3:mulliken_charge:R:1 method="wB97M-V/def2-TZVPD" gap_ev=5.793 relative_energy_kcal_mol=91.7 total_charge=-1 lumo_ev=3.29 total_energy_ha=-562.9484
C -0.4391 2.4732 -0.0212 -0.36
C 0.3199 1.3435 0.2391 0.54
C -0.4908 0.2624 -0.1146 0.11
C -4.9539 -0.2318 0.0574 0.43
C -0.4921 -1.1908 0.1592 -1.51
N -3.9141 0.2945 -0.2324 -0.03
N -2.6838 0.0572 -0.8198 -1.00
N -1.6745 2.1401 -0.3103 -1.09
N -1.6962 0.8318 -0.4017 1.38
O -6.0652 -0.5229 0.4481 -0.64
O 1.6305 1.4669 0.7440 -0.59
H -0.3613 3.5326 0.3689 0.33
H -1.2028 -1.3307 0.9277 0.30
H -0.9553 -1.7459 -0.6074 0.37
H 0.4662 -1.5315 0.3928 0.44
H 1.6358 0.7113 1.4364 0.32


12
Properties=species:S:1:pos:R:3:mulliken_charge:R:1 method="wB97M-V/def2-TZVPD" gap_ev=9.823 relative_energy_kcal_mol=95.2 lumo_ev=-0.19 total_energy_ha=-323.3680
O -1.1891 -1.4034 0.5755 -0.55
C -0.8019 -0.3272 0.1186 0.16
C -1.7268 0.7802 -0.0779 -0.48
C -2.4637 1.7164 -0.2598 0.38
C 0.6012 -0.1484 -0.4043 -0.04
C 1.8226 -0.3979 0.5031 -0.65
N 1.3468 -1.3686 -0.4291 -0.62
H -3.1208 2.5457 -0.4220 0.41
H 0.7424 0.6522 -1.1082 0.42
H 1.2701 -0.0221 1.3373 0.35
H 2.7517 0.0691 0.1867 0.27
H 0.7675 -2.0961 -0.0201 0.34


12
Properties=species:S:1:pos:R:3:mulliken_charge:R:1 method="wB97M-V/def2-TZVPD" gap_ev="7.436 / 7.434" relative_energy_kcal_mol=118.4 lumo_ev="-1.20 / -1.20" total_energy_ha=-323.3309
C -2.2294 0.4211 -0.0464 -0.33
C -1.8716 -0.8644 -0.3809 -0.13
C -1.1245 1.1163 0.6356 -0.44
C -0.0679 0.2919 0.0781 0.71
C 2.3491 0.1232 0.1447 -0.72
N 1.0844 0.7326 0.3370 -0.26
O -0.5339 -0.9506 -0.3861 -0.36
H -3.2441 0.8461 -0.0831 0.35
H -2.4278 -1.6787 -0.8797 0.35
H 3.0485 0.7654 -0.4765 0.28
H 2.7386 0.1729 1.1791 0.28
H 2.2786 -0.9758 -0.1216 0.28


12
Properties=species:S:1:pos:R:3:mulliken_charge:R:1 method="wB97M-V/def2-TZVPD" gap_ev=11.302 relative_energy_kcal_mol=78.8 lumo_ev=0.83 total_energy_ha=-323.3941
N 2.7672 1.2540 0.0240 -0.42
C 1.9496 0.4502 0.1388 0.05
C 0.8875 -0.5688 0.2789 0.22
O 0.0414 -0.3592 1.4274 -0.40
C -1.1313 -0.3338 0.5828 -0.13
C -1.0724 0.8681 -0.2830 -0.60
C -0.2889 -0.4295 -0.6263 -0.40
H 1.3229 -1.5685 0.2667 0.31
H -1.9921 -0.8938 0.9133 0.38
H -1.4150 0.8541 -1.2815 0.34
H -0.5556 1.7604 0.0680 0.26
H -0.5133 -1.0331 -1.5091 0.39


12
Properties=species:S:1:pos:R:3:mulliken_charge:R:1 method="wB97M-V/def2-TZVPD" gap_ev=11.337 relative_energy_kcal_mol=68.0 lumo_ev=0.71 total_energy_ha=-323.4113
O 1.7965 0.2143 0.6779 -0.54
C 1.0850 0.7860 -0.3947 -0.66
C -0.1568 -0.1042 -0.7136 0.79
C -0.3933 -0.9278 0.4670 -1.14
C -0.7845 -1.5519 1.4124 0.29
C -1.4367 0.5937 -0.9549 -0.03
N -2.4886 1.0612 -1.0698 -0.39
H 1.3321 0.2787 1.5272 0.34
H 0.7775 1.8297 -0.2356 0.34
H 1.7874 0.7576 -1.2306 0.28
H 0.0284 -0.7609 -1.5737 0.25
H -1.4109 -2.1508 2.0183 0.44


12
Properties=species:S:1:pos:R:3:mulliken_charge:R:1 method="wB97M-V/def2-TZVPD" gap_ev="7.509 / 7.509" relative_energy_kcal_mol=119.2 lumo_ev="-0.62 / -0.62" total_energy_ha=-323.3297
O 2.2802 -0.1362 -1.6016 -0.47
C 1.4789 0.3023 -0.8137 -0.10
C 0.3917 -0.5421 -0.1617 0.22
C -0.1953 -0.0006 1.1457 -0.44
C -0.9453 -0.3271 -0.8426 -0.85
C -1.5220 0.5058 0.0653 0.48
N -1.8520 1.2754 0.9615 -0.50
H 1.4349 1.3899 -0.5450 0.31
H 0.7365 -1.5809 -0.0680 0.42
H 0.2876 0.8093 1.6891 0.31
H -0.6611 -0.7673 1.7648 0.27
H -1.4342 -0.9284 -1.5937 0.35


12
Properties=species:S:1:pos:R:3:mulliken_charge:R:1 method="wB97M-V/def2-TZVPD" gap_ev=11.083 relative_energy_kcal_mol=60.2 lumo_ev=0.86 total_energy_ha=-323.4238
N 1.6813 2.2363 -1.3022 -0.42
C 1.3209 1.1696 -1.0421 0.01
C 0.7876 -0.1691 -0.7452 0.29
O 1.1818 -0.6788 0.5400 -0.41
C -0.1917 -0.9225 0.8494 0.03
C -0.9160 0.3652 0.9477 -0.66
C -0.6873 -0.2603 -0.4008 -0.36
H 1.0774 -0.8829 -1.5204 0.30
H -0.4695 -1.8892 1.2351 0.38
H -1.9414 0.3185 1.2910 0.26
H -0.3643 1.2584 1.2285 0.22
H -1.4787 -0.5451 -1.0810 0.36


12
Properties=species:S:1:pos:R:3:mulliken_charge:R:1 method="wB97M-V/def2-TZVPD" gap_ev=11.627 relative_energy_kcal_mol=54.4 lumo_ev=0.95 total_energy_ha=-323.4330
O -1.0513 0.9685 1.2890 -0.43
C -0.2906 -0.2338 1.2423 -0.05
C -1.1445 0.1686 0.1250 -0.44
C 0.9844 0.1575 0.4901 -0.90
C 0.0869 0.4267 -0.7669 0.29
C 0.2554 -0.6572 -1.7351 0.07
N 0.4077 -1.5583 -2.4444 -0.44
H -0.4491 -0.9904 2.0029 0.42
H -2.1380 -0.1273 -0.1901 0.47
H 1.7413 -0.6119 0.3366 0.34
H 1.4332 1.0593 0.9111 0.27
H 0.1645 1.3983 -1.2605 0.41


12
Properties=species:S:1:pos:R:3:mulliken_charge:R:1 method="wB97M-V/def2-TZVPD" gap_ev=11.439 relative_energy_kcal_mol=63.7 lumo_ev=0.61 total_energy_ha=-323.4182
O 0.9675 -1.9961 0.1619 -0.50
C 1.1985 -0.6950 -0.3109 -0.67
C -0.1468 -0.0050 -0.6231 0.72
C -0.9935 0.2154 0.5670 -0.93
C -1.6547 0.8070 1.3807 0.12
C -0.0357 1.3770 -1.1295 0.02
N -0.0863 2.5047 -1.3809 -0.41
H 0.4541 -1.9308 0.9791 0.34
H 1.7792 -0.0863 0.3959 0.32
H 1.7785 -0.7971 -1.2325 0.34
H -0.6638 -0.6236 -1.3659 0.22
H -2.2189 1.4356 2.0326 0.42


12
Properties=species:S:1:pos:R:3:mulliken_charge:R:1 method="wB97M-V/def2-TZVPD" gap_ev=11.779 relative_energy_kcal_mol=31.1 lumo_ev=0.94 total_energy_ha=-323.4702
O -2.7650 -1.8184 0.1574 -0.13
C -1.8283 -2.0694 0.7429 0.11
C -0.0759 0.5435 0.8053 -0.55
C 1.2770 0.9153 0.3135 -0.63
C 0.2008 0.5496 -0.6807 0.15
C 0.2898 -0.7059 -1.3901 0.05
N 0.3596 -1.7177 -1.9494 -0.44
H -0.1648 -0.4225 1.2855 0.33
H -0.7407 1.3123 1.1826 0.23
H 2.0644 0.1853 0.4611 0.28
H 1.5808 1.9552 0.3490 0.25
H -0.2227 1.3603 -1.2644 0.37


12
Properties=species:S:1:pos:R:3:mulliken_charge:R:1 method="wB97M-V/def2-TZVPD" gap_ev=10.115 relative_energy_kcal_mol=70.9 lumo_ev=0.03 total_energy_ha=-323.4067
O 0.2170 0.4644 1.7871 -0.54
C 0.5295 0.2816 0.6254 0.16
C 1.8727 -0.1362 0.2461 -0.44
C 2.9683 -0.5146 -0.0821 0.32
C -0.4641 0.4138 -0.4804 -0.07
C -1.6591 -0.4672 -0.3283 -0.44
N -1.7638 0.9626 -0.1353 -0.62
H 3.9488 -0.8514 -0.3423 0.41
H -0.0805 0.6434 -1.4710 0.39
H -1.6776 -1.1191 0.5430 0.24
H -2.1335 -0.8589 -1.2234 0.26
H -1.7577 1.1816 0.8613 0.33


12
Properties=species:S:1:pos:R:3:mulliken_charge:R:1 method="wB97M-V/def2-TZVPD" gap_ev=10.085 relative_energy_kcal_mol=51.4 lumo_ev=0.59 total_energy_ha=-323.4377
O -0.7039 2.5255 0.1848 -0.51
C -0.9240 -0.6824 -0.0493 -0.70
C 0.5210 -1.0319 -0.4530 -0.20
C 0.0844 0.3557 -0.2447 0.04
C 0.2566 1.6644 -0.2325 0.06
C 1.3143 -1.6711 0.5823 0.19
N 1.8992 -2.1854 1.4386 -0.42
H -1.3831 2.0161 0.6515 0.32
H -1.2377 -0.9706 0.9518 0.28
H -1.6818 -0.7921 -0.8227 0.23
H 0.6924 -1.4180 -1.4564 0.35
H 1.1482 2.1915 -0.5535 0.36


12
Properties=species:S:1:pos:R:3:mulliken_charge:R:1 method="wB97M-V/def2-TZVPD" gap_ev=11.323 relative_energy_kcal_mol=53.7 lumo_ev=0.64 total_energy_ha=-323.4342
O 0.1492 0.8565 -1.8113 -0.52
C -0.0558 0.6731 -0.4263 -0.04
C -1.1462 -0.4042 -0.2086 -0.40
C -1.3606 -0.7437 1.2006 0.23
N -1.5067 -1.0152 2.3154 -0.39
C 1.1902 0.3362 0.2800 -0.65
C 2.2132 0.0419 0.8419 0.19
H 0.7771 0.1846 -2.1113 0.35
H -0.4335 1.6295 -0.0460 0.25
H -2.0829 -0.0416 -0.6433 0.31
H -0.8614 -1.3143 -0.7475 0.25
H 3.1173 -0.2027 1.3564 0.41


12
Properties=species:S:1:pos:R:3:mulliken_charge:R:1 method="wB97M-V/def2-TZVPD" gap_ev="8.413 / 8.414" relative_energy_kcal_mol=124.6 lumo_ev="-0.26 / -0.26" total_energy_ha=-323.3211
O 0.8977 2.0029 1.4991 -0.55
C 0.8387 1.1984 0.5925 0.25
C 1.7474 0.0205 0.5142 -0.40
C 2.5640 -0.8720 0.5142 0.46
C -0.0355 1.0493 -0.5829 -0.49
C -1.6012 -0.5925 -0.7987 -0.74
N -1.2827 0.7258 -0.2438 -0.10
H 3.3130 -1.6397 0.5287 0.39
H -0.7739 -0.7756 -1.4838 0.36
H -1.4836 -1.2755 0.0481 0.29
H -2.5583 -0.7270 -1.2977 0.28
H -1.6255 0.8854 0.7100 0.26


12
Properties=species:S:1:pos:R:3:mulliken_charge:R:1 method="wB97M-V/def2-TZVPD" gap_ev="9.288 / 7.150" relative_energy_kcal_mol=144.9 lumo_ev="0.08 / -1.23" total_energy_ha=-323.2888
C -2.2785 -0.1920 -0.0694 0.26
C 0.7442 -0.7040 0.2926 -0.49
C 1.3657 0.0151 -0.9123 -0.59
C -0.0929 0.5703 0.7496 0.05
C -1.3981 0.8173 0.2798 0.02
N -3.0702 -1.0407 -0.0422 -0.40
O -0.3558 1.2762 -0.4973 -0.32
H -0.0669 -1.3978 0.0795 0.27
H 1.4576 -0.9351 1.1043 0.33
H 1.0803 -0.2887 -1.9176 0.30
H 2.1557 0.7649 -0.6922 0.29
H 0.4590 1.1145 1.6251 0.29


12
Properties=species:S:1:pos:R:3:mulliken_charge:R:1 method="wB97M-V/def2-TZVPD" gap_ev="8.904 / 8.904" relative_energy_kcal_mol=117.5 lumo_ev="0.16 / 0.16" total_energy_ha=-323.3324
O 0.0941 -1.1936 -1.6266 -0.51
C 1.0311 0.1032 0.0765 -0.70
C 0.1095 1.0147 0.6702 0.70
C -0.9054 0.4907 -0.3096 -0.51
C -1.0072 -0.4298 -1.2329 -0.18
C -0.2503 0.7035 2.0435 0.05
N -0.4855 0.4080 3.1341 -0.41
H -0.0030 -2.0737 -1.2507 0.33
H 1.2888 -0.8501 0.5408 0.29
H 1.7060 0.4192 -0.7134 0.27
H 0.3167 2.0615 0.4908 0.29
H -1.8949 -0.6537 -1.8226 0.38


12
Properties=species:S:1:pos:R:3:mulliken_charge:R:1 method="wB97M-V/def2-TZVPD" gap_ev=10.810 relative_energy_kcal_mol=26.3 lumo_ev=0.44 total_energy_ha=-323.4777
N 2.8343 1.5727 0.2150 -0.40
C 2.2451 0.6163 -0.0692 0.15
C 1.5196 -0.5585 -0.4653 -0.49
O -1.8130 -1.2480 1.1805 -0.46
C -1.8268 -0.1044 0.7949 0.03
C -0.7583 0.4791 -0.1093 -0.48
C 0.1876 -0.6014 -0.5300 0.01
H 2.1157 -1.4279 -0.7246 0.35
H -2.6454 0.5823 1.0882 0.34
H -1.2547 0.9514 -0.9704 0.28
H -0.2451 1.2914 0.4240 0.33
H -0.2753 -1.5252 -0.8662 0.34


12
Properties=species:S:1:pos:R:3:mulliken_charge:R:1 method="wB97M-V/def2-TZVPD" gap_ev=8.993 relative_energy_kcal_mol=33.0 lumo_ev=-0.92 total_energy_ha=-323.4672
C -1.1294 0.1034 1.5001 -1.10
C -0.3137 0.2481 0.3246 0.79
C 0.4968 0.8356 -1.5365 0.41
C 1.1140 -0.5246 -1.2636 -0.37
C 0.6358 -0.8771 -0.0268 -0.45
H -1.2105 -0.9674 1.7170 0.31
H -0.7408 0.5932 2.2951 0.31
H -2.1099 0.4723 1.3096 0.35
H 1.8712 -0.8984 -1.9230 0.43
H 0.8473 -1.7953 0.5230 0.35
N -0.2073 1.3031 -0.4511 -0.59
O 0.7465 1.5073 -2.4685 -0.45


12
Properties=species:S:1:pos:R:3:mulliken_charge:R:1 method="wB97M-V/def2-TZVPD" gap_ev=10.887 relative_energy_kcal_mol=34.2 lumo_ev=0.49 total_energy_ha=-323.4652
O 1.9967 0.1518 -1.6281 -0.44
C 1.1841 0.6696 -0.9039 -0.18
C 0.7364 0.0564 0.3977 0.06
C -0.5282 0.4930 1.0670 -0.73
C -0.4952 -0.8298 0.3462 0.00
C -1.2024 -0.9241 -0.9122 0.11
N -1.7618 -0.9459 -1.9251 -0.44
H 0.7033 1.6351 -1.1585 0.34
H 1.5478 -0.3039 1.0238 0.37
H -1.1207 1.2827 0.6095 0.29
H -0.5828 0.4571 2.1502 0.27
H -0.4771 -1.7422 0.9334 0.37